(1)
The following is a DFT calculation (the ωB97M-V functional and the def2-TZVPD basis) of a molecular structure, C3H4LaLiO4.

Geometry as XYZ:
```
13
Properties=species:S:1:pos:R:3:forces:R:3
H -4.3238 1.5053 1.2234 -0.075 -0.329 0.135
C -3.5420 0.7663 1.0362 -1.091 0.841 -0.514
C -3.5173 -0.5370 1.6857 0.318 -0.342 0.147
O -3.9401 -0.3594 0.3225 0.220 0.145 0.074
H -2.5635 -1.0542 1.8015 -0.225 0.166 -0.035
H -4.3102 -0.7991 2.3905 0.242 0.139 -0.188
O -2.3821 1.4175 0.6166 1.762 1.110 -1.461
H -1.6264 2.5719 1.0838 -0.637 -0.071 -2.645
O -1.5172 3.3487 0.0394 1.215 -1.526 0.571
C -2.1695 2.5873 -0.7218 -2.297 1.400 5.282
La -3.8820 6.5458 -6.1092 -0.005 0.003 -0.017
Li -3.1078 4.3805 -2.7279 -0.028 -0.322 0.157
O -2.9595 2.8468 -1.5812 0.602 -1.214 -1.506
```
Forces are in eV/Å.

Results
* spin multiplicity: 1
* charge: +2
* HOMO-LUMO gap (alpha / beta): 5.0 / 4.9 eV

Results of the Löwdin charge analysis, in e, for atoms 1 through 4:
1. H 0.16
2. C -0.38
3. C -0.03
4. O 0.03



(2)
The following is a DFT calculation (the ωB97M-V functional and the def2-TZVPD basis) of a single C9H6N4S molecule.

Geometry as XYZ:
```
20
Properties=species:S:1:pos:R:3:forces:R:3
N -1.2859 -2.7176 4.5819 0.995 3.139 -9.999
C -1.1388 -2.3149 3.3715 -1.275 -4.326 12.319
C -0.8831 -1.7908 2.1469 2.826 1.025 -1.269
C 0.3831 -1.8909 1.4894 0.599 0.593 -0.660
N 0.5040 -1.0444 0.3655 -2.995 0.820 4.002
C -0.5303 -0.1102 0.5198 3.371 -1.878 -3.180
N -0.5786 0.7535 -0.5623 -1.377 4.779 2.359
C 0.3878 1.0444 -1.5399 -0.609 2.297 -0.723
C 1.2971 0.2009 -2.0824 -0.702 -3.269 1.127
C 2.0133 0.6265 -3.1300 0.850 3.968 -0.686
C 1.9931 1.9494 -3.4968 -1.293 1.022 -0.432
C 0.9706 2.8762 -2.9317 3.813 -3.003 -2.409
N 0.2201 2.4290 -2.0266 -1.907 -3.780 3.715
S -1.7143 -0.2524 1.8008 1.471 -1.015 -1.761
H 1.4452 -2.4121 1.8273 -3.548 0.732 -0.834
H -0.8229 1.7861 -0.2307 -0.255 -2.779 -0.995
H 1.5753 -0.8846 -1.9292 -1.424 1.449 1.032
H 2.7453 -0.0136 -3.4660 1.447 -1.183 -1.306
H 2.6678 2.2175 -4.2865 0.069 0.634 -0.233
H 0.8438 3.8582 -3.3190 -0.057 0.775 -0.067
```
Forces are in eV/Å.

Results
* spin multiplicity: 1
* SMILES: N#Cc1cnc(Nc2ccccn2)s1
* HOMO-LUMO gap: 7.8 eV

Results of the Löwdin charge analysis, in e, for atoms 1 through 4:
1. N 0.12
2. C -0.29
3. C -0.57
4. C -0.11



(3)
The following is a DFT calculation (the ωB97M-V functional and the def2-TZVPD basis) of a single C5H8 molecule.

Geometry as XYZ:
```
13
Properties=species:S:1:pos:R:3:forces:R:3
C -0.9194 1.7846 1.5040 0.635 0.092 2.313
C -0.1641 1.2464 0.4090 -0.862 -0.301 -0.506
C 0.3985 0.4661 -0.2991 0.410 1.502 -0.034
C 0.8456 -0.5804 -1.1552 -0.273 -0.293 -0.012
C -0.2207 -1.6467 -0.8806 -0.376 -1.231 0.786
H -0.4421 1.1928 2.3324 -0.630 0.959 -0.030
H -0.7544 2.8423 1.6827 0.314 0.156 0.055
H -1.9979 1.6651 1.6624 0.150 -0.508 -1.000
H 0.8421 -0.2676 -2.2067 0.045 -0.183 0.167
H 1.8510 -0.9430 -0.9020 -0.266 0.102 -0.028
H -0.6037 -1.7032 0.1977 1.040 0.251 -1.373
H 0.2716 -2.5847 -1.1160 -0.557 -0.563 -0.117
H -1.1399 -1.5126 -1.4587 0.368 0.018 -0.220
```
Forces are in eV/Å.

Results
* spin multiplicity: 1
* SMILES: CC#CCC
* HOMO-LUMO gap: 10.2 eV

Results of the Löwdin charge analysis, in e, for atoms 1 through 4:
1. C -0.12
2. C -0.10
3. C -0.10
4. C -0.26



(4)
The following is a DFT calculation (the ωB97M-V functional and the def2-TZVPD basis) of a molecular structure, C20H24AuN3O2SSi.

Geometry as XYZ:
```
52
Properties=species:S:1:pos:R:3:forces:R:3
Au 0.0748 0.2635 0.3586 0.197 0.814 0.605
C 2.6485 0.8609 5.3370 -0.118 0.192 0.026
Si 3.5711 -0.5211 4.5174 -0.040 -0.029 0.008
C 2.8162 -2.1615 4.9188 -0.091 -0.225 -0.049
C 5.3767 -0.4774 4.9055 0.178 -0.009 -0.040
C 3.3868 -0.2311 2.6258 0.126 0.060 -0.039
C 4.4772 -0.0005 1.7864 0.031 0.048 -0.129
C 4.3427 0.2690 0.4159 0.140 -0.068 0.138
C 3.0896 0.3391 -0.1316 -0.204 -0.018 0.242
N 2.0319 0.1185 0.6787 0.367 0.276 -0.448
C 2.1705 -0.1764 1.9711 -0.231 -0.226 0.149
S 0.5155 -0.5026 2.5301 -0.040 -0.549 -0.139
H 2.6407 0.7054 6.4185 0.001 0.021 -0.017
H 1.6064 0.9230 5.0111 0.017 -0.009 0.031
H 3.1187 1.8273 5.1430 -0.014 -0.008 0.019
H 2.8737 -2.3231 5.9980 -0.008 -0.021 -0.017
H 3.3492 -2.9803 4.4310 -0.007 0.000 0.025
H 1.7630 -2.2372 4.6364 0.018 0.014 0.026
H 5.5106 -0.7418 5.9573 0.024 0.023 -0.015
H 5.8159 0.5119 4.7598 -0.004 -0.017 0.006
H 5.9481 -1.2011 4.3192 -0.001 -0.002 0.042
H 5.4756 -0.0363 2.2064 -0.006 0.017 -0.020
H 5.2070 0.4226 -0.2141 0.019 -0.001 0.033
H 2.8976 0.5510 -1.1740 -0.028 -0.008 0.001
O -6.4519 2.1725 -0.1355 -0.059 -0.042 -0.005
C -6.1555 0.8093 0.0261 0.058 0.058 -0.040
C -4.6640 0.6504 0.0621 -0.047 -0.053 0.000
C -4.0900 -0.5949 0.3092 -0.037 -0.013 -0.032
C -2.7234 -0.7063 0.3640 0.025 0.136 0.030
N -1.9281 0.3648 0.1832 -0.233 -0.147 0.216
C -2.4597 1.5786 -0.0932 0.249 -0.019 -0.115
C -3.8258 1.7383 -0.1601 -0.072 0.040 -0.040
C -1.4829 2.6744 -0.3265 0.003 -0.144 0.049
C -1.8496 3.9941 -0.4615 -0.002 0.119 -0.024
C -0.8662 4.9715 -0.6049 -0.015 0.007 -0.024
C -1.2639 6.4257 -0.6878 -0.058 -0.027 -0.011
O -2.5904 6.5643 -1.1367 0.033 0.008 -0.053
C 0.4636 4.5724 -0.6278 0.039 0.018 0.049
C 0.7681 3.2307 -0.5159 -0.073 -0.043 -0.100
N -0.1827 2.3065 -0.3695 -0.191 -0.213 -0.560
H -7.4063 2.2956 -0.1898 0.046 0.006 0.002
H -6.5431 0.2003 -0.7992 -0.006 -0.012 -0.013
H -6.5660 0.3999 0.9559 -0.009 0.013 0.023
H -4.6980 -1.4760 0.4666 -0.007 0.015 0.000
H -2.2345 -1.6503 0.5604 0.013 0.020 0.049
H -4.2663 2.6959 -0.3941 0.003 -0.004 0.042
H -2.8861 4.2997 -0.4530 0.010 -0.008 0.035
H -0.5459 6.9761 -1.2982 -0.012 -0.012 -0.038
H -1.2043 6.8382 0.3242 0.035 0.023 0.015
H -2.6025 6.8993 -2.0399 -0.014 -0.003 0.076
H 1.2648 5.2911 -0.7403 -0.009 -0.005 -0.016
H 1.7901 2.8790 -0.5653 -0.001 0.008 0.048
```
Forces are in eV/Å.

Results
* spin multiplicity: 1
* charge: +2
* HOMO-LUMO gap: 6.6 eV

Results of the Löwdin charge analysis, in e, for atoms 1 through 4:
1. Au 1.12
2. C -0.17
3. Si 0.50
4. C -0.16



Number 1: maximum force 5.9 eV Å⁻¹, calculated total energy -12406.68020 eV. Number 2: maximum force 13.1 eV Å⁻¹, calculated total energy -26221.72743 eV. Number 3: maximum force 2.4 eV Å⁻¹, calculated total energy -5312.30372 eV. Number 4: maximum force 1.0 eV Å⁻¹, calculated total energy -52085.88111 eV.